No. 1
Here is a cluster of 2 separate species, C26H30BrN2O8S in total from the OMol25 dataset. Energies are from wB97M-V/def2-TZVPD.

```
68
Properties=species:S:1:pos:R:3:forces:R:3
C -1.390 -2.406 4.794 0.18 0.09 0.14
C -0.416 -1.446 4.140 -0.01 0.25 -0.28
C -0.836 -1.100 2.717 0.20 -0.07 -0.47
C 0.243 -0.262 2.020 -0.39 -0.44 -0.28
C 0.426 1.041 2.641 1.32 2.63 1.79
C 1.739 1.639 2.852 -3.49 -0.13 0.05
O 1.940 2.787 3.232 0.69 0.00 0.05
O 2.771 0.793 2.570 1.65 -0.35 -0.08
C 3.983 1.258 3.174 -0.25 0.04 -0.18
C 5.160 0.483 2.642 0.12 -0.11 -0.08
C -0.652 1.775 3.335 2.04 -1.19 -0.66
O -0.556 2.337 4.410 -0.49 0.34 -0.08
O -1.838 1.731 2.655 -0.81 0.63 0.15
C -2.785 2.632 3.238 -0.10 -0.04 -0.04
C -4.012 2.736 2.363 -0.17 -0.06 -0.11
H -1.012 -2.698 5.774 -0.16 -0.13 0.13
H -2.359 -1.920 4.922 -0.07 -0.12 0.02
H -1.518 -3.302 4.182 -0.07 -0.01 0.06
H -0.329 -0.513 4.712 0.01 -0.22 -0.01
H 0.592 -1.879 4.099 -0.06 -0.04 0.07
H -0.998 -2.024 2.145 -0.08 0.18 0.36
H -1.771 -0.522 2.715 0.12 -0.30 0.06
H 1.204 -0.795 2.068 -0.24 0.01 -0.16
H -0.020 -0.107 0.961 0.06 -0.37 -0.26
H 4.081 2.327 2.959 0.09 -0.18 0.18
H 3.884 1.130 4.260 0.12 0.11 -0.13
H 6.058 0.813 3.172 0.02 -0.10 -0.04
H 5.043 -0.596 2.788 -0.01 0.11 0.02
H 5.316 0.680 1.576 -0.07 -0.04 0.05
H -3.054 2.272 4.239 0.06 0.18 -0.11
H -2.302 3.613 3.347 -0.16 -0.22 0.07
H -4.665 3.500 2.793 -0.05 -0.02 -0.05
H -3.777 3.030 1.335 0.07 -0.09 0.18
H -4.573 1.796 2.335 0.11 0.06 -0.06
C 5.622 -2.719 0.444 0.25 -0.01 -0.01
C 4.166 -3.040 0.271 -0.37 -0.09 -0.06
C 3.743 -4.375 0.217 -0.16 0.09 0.09
C 2.396 -4.701 0.078 -0.06 0.07 -0.04
C 1.452 -3.672 -0.023 0.82 -0.35 0.23
S -0.257 -4.068 -0.184 -0.71 1.27 0.22
O -0.430 -5.238 -1.002 0.19 0.57 0.52
O -1.009 -3.889 1.030 0.77 -0.52 -0.82
N -0.702 -2.698 -1.137 0.36 -0.39 -0.41
C -0.540 -2.693 -2.534 -0.10 0.50 -0.04
C 0.193 -3.566 -3.333 0.15 -0.11 -0.42
C 0.234 -3.321 -4.706 -0.55 0.47 0.66
C -0.545 -2.275 -5.243 -0.22 0.14 0.37
C -1.296 -1.409 -4.426 0.32 -0.79 -0.55
Br -2.603 -0.262 -5.199 0.45 -0.22 -0.20
C -1.209 -1.550 -3.041 -0.29 0.17 0.63
C -1.717 -0.838 -1.862 1.14 -1.34 0.08
N -2.577 0.281 -1.758 -2.18 2.43 0.63
O -2.530 1.206 -2.594 0.39 -1.76 1.28
O -3.403 0.289 -0.805 1.82 -0.25 -1.71
C -1.289 -1.515 -0.739 -1.45 -0.27 -0.61
C 1.867 -2.343 0.005 -0.13 0.07 -0.10
C 3.212 -2.027 0.146 0.13 -0.06 0.05
H 5.776 -1.732 0.890 -0.10 -0.20 -0.10
H 6.103 -3.469 1.083 -0.04 0.16 -0.11
H 6.137 -2.732 -0.526 -0.07 0.00 0.14
H 4.492 -5.163 0.302 -0.25 0.11 -0.02
H 2.063 -5.736 0.038 0.14 0.18 0.01
H 0.709 -4.418 -2.900 -0.09 0.21 -0.12
H 0.823 -3.969 -5.354 -0.23 0.23 0.12
H -0.599 -2.177 -6.318 -0.07 0.15 0.02
H -1.469 -1.234 0.294 -0.04 -0.39 -0.23
H 1.141 -1.544 -0.092 0.19 -0.04 0.09
H 3.519 -0.975 0.170 -0.19 -0.41 0.08
```
Forces are in eV/Å.

For the LUMO energy, the calculation gives 1.6827 eV. As for the total charge: -1.

Here are the Löwdin charges for atoms 1 to 2, given in e: -0.116, -0.249

No. 2
Here is the molecule C4H13NSi from the OMol25 dataset. Energies are from wB97M-V/def2-TZVPD.

```
19
Properties=species:S:1:pos:R:3:forces:R:3
C 0.380 0.618 -1.878 0.05 -1.05 -0.13
Si 0.277 -0.140 -0.168 -0.38 -0.29 0.37
C 1.989 -0.599 0.333 0.16 0.55 0.01
C -0.662 -1.758 -0.059 0.03 -0.36 -0.02
C -0.506 1.100 1.035 0.50 0.53 -0.01
N -1.942 0.978 1.211 -0.55 -0.41 0.14
H 0.787 1.614 -1.840 0.44 0.35 -0.05
H -0.631 0.718 -2.229 -0.60 0.07 -0.44
H 0.928 -0.030 -2.601 -0.27 0.57 0.49
H 2.595 0.315 0.355 0.35 -0.43 -0.34
H 2.268 -1.342 -0.429 0.52 0.37 0.29
H 2.046 -1.032 1.323 -0.05 -0.30 0.21
H 0.040 -2.616 -0.131 -0.42 0.47 -0.18
H -1.153 -1.842 0.922 0.03 0.13 -0.33
H -1.423 -1.834 -0.843 0.00 -0.21 0.17
H -0.005 0.935 2.002 -0.17 0.08 -0.20
H -0.239 2.118 0.697 0.28 -0.10 0.21
H -2.317 1.579 1.934 0.22 0.04 0.01
H -2.432 1.217 0.364 -0.12 -0.02 -0.20
```
Forces are in eV/Å.

For the LUMO energy, the calculation gives 0.9685 eV. As for the SMILES: C[Si](C)(C)CN. For the energy relative to the best compared isomer or geometry (same formula, charge and spin), the calculation gives 0.0 kJ/mol. As for the total charge: 0.

Here are the Löwdin charges for atoms 1 to 2, given in e: -0.183, 0.471

No. 3
Here is a structure of composition C7H14 from the OMol25 dataset. Energies are from wB97M-V/def2-TZVPD.

```
21
Properties=species:S:1:pos:R:3:forces:R:3
C -1.006 -0.615 -2.089 0.02 -0.07 0.04
C -0.442 0.520 -1.234 -0.10 0.23 -0.32
C -0.238 -0.555 0.411 0.09 -0.27 0.31
C 0.579 -1.806 0.148 0.00 -0.03 -0.09
C 0.889 0.856 -0.006 0.15 0.17 -0.10
C 0.493 0.348 1.339 0.01 -0.05 0.01
C -0.318 1.290 2.210 -0.02 0.03 -0.01
H -1.487 -0.166 -2.969 0.07 -0.08 0.16
H -0.221 -1.282 -2.462 -0.13 0.12 0.05
H -1.732 -1.201 -1.521 0.08 0.04 -0.13
H 0.159 1.100 -1.957 -0.05 -0.04 0.08
H -1.254 1.170 -0.903 0.14 -0.12 -0.03
H 0.295 -2.346 -0.759 0.02 0.09 0.16
H 0.337 -2.468 0.993 0.00 0.16 -0.12
H 1.677 -1.685 0.153 -0.13 0.04 0.00
H 1.831 0.496 -0.414 -0.16 0.07 0.10
H 0.730 1.925 -0.128 0.05 -0.19 0.02
H 1.334 -0.116 1.862 -0.14 0.01 -0.06
H -0.810 0.740 3.020 0.09 0.08 -0.12
H -1.104 1.776 1.620 0.12 -0.08 0.08
H 0.317 2.068 2.651 -0.09 -0.10 -0.05
```
Forces are in eV/Å.

For the LUMO energy, the calculation gives 1.0224 eV. For the energy relative to the best compared isomer or geometry (same formula, charge and spin), the calculation gives 497.0 kJ/mol. As for the total charge: 0.

Here are the Löwdin charges for atoms 1 to 2, given in e: -0.141, -0.226

No. 4
Here is a cluster of 2 separate species, C2H3N2O3 in total from the OMol25 dataset. Energies are from wB97M-V/def2-TZVPD.

```
10
Properties=species:S:1:pos:R:3:forces:R:3
C -1.269 -0.594 0.339 2.24 -1.41 -3.08
C 2.799 1.741 0.120 0.01 -0.22 -0.32
N -0.297 -0.970 -0.506 -0.36 3.53 4.49
N -2.591 -0.581 -0.020 -1.95 -0.12 0.74
O 3.340 2.735 0.198 0.82 1.54 0.30
O 2.255 0.730 -0.003 -0.97 -1.38 0.01
O -3.586 -1.068 0.396 1.73 0.27 -0.51
H -0.935 0.107 1.056 -0.27 0.86 1.00
H 0.610 -0.480 -0.390 -0.53 -0.51 0.06
H -0.326 -1.620 -1.191 -0.72 -2.55 -2.68
```
Forces are in eV/Å.

For the LUMO energy (alpha / beta), the calculation gives -7.2358 / -7.2421 eV. For the energy relative to the best compared isomer or geometry (same formula, charge and spin), the calculation gives 29.9 kJ/mol. As for the total charge: +1.

Here are the Löwdin charges for atoms 1 to 2, given in e: 0.007, -0.403

In order of appearance, DFT total energy = -127684.214; -13727.115; -7481.143; -11234.872 eV.